[1]
Computed, not measured: 6 unconnected molecules or ions with the total composition C14H28O23S5 in a non-equilibrium geometry, with ωB97M-V/def2-TZVPD.

XYZ file:
```
70
Properties=species:S:1:pos:R:3:forces:R:3:lowdin_charge:R:1
C -31.040475 8.145510 -21.554480 -0.3 -1.1 -0.4 -0.06
C -30.134168 8.281867 -22.757672 0.6 0.6 0.3 -0.18
O -30.494262 9.529221 -23.400113 -0.3 0.8 0.0 0.03
C -29.822747 9.995658 -24.451922 1.1 -2.3 1.1 -0.61
O -30.060765 11.013212 -25.004609 -0.2 1.1 -0.7 0.15
O -28.802733 9.130642 -24.721341 -0.3 0.2 0.0 -0.05
C -28.032230 9.330654 -25.900054 -0.3 0.5 -0.3 -0.03
H -31.089510 9.067907 -20.993710 -0.1 0.1 -0.2 0.03
H -30.622936 7.381313 -20.894505 0.0 -0.1 -0.1 0.09
H -32.041285 7.821012 -21.840914 -0.1 0.2 0.1 0.09
H -30.130831 7.542045 -23.555439 -0.4 -0.5 0.5 0.13
H -29.116165 8.338082 -22.362484 0.1 0.2 -0.3 0.12
H -27.800091 10.389970 -26.019487 0.2 -0.1 0.0 0.09
H -28.608126 9.012015 -26.770703 0.1 0.0 0.0 0.10
H -27.136351 8.726324 -25.800088 0.0 0.1 0.1 0.10
C -28.104577 8.893505 -16.536678 1.2 0.6 0.3 -0.17
C -27.561405 8.791723 -15.105471 0.4 -0.6 -0.6 -0.16
O -28.718984 8.573092 -14.304528 -1.3 -0.2 0.1 -0.18
S -29.905094 7.803734 -15.137139 0.3 0.8 -0.1 0.65
O -31.188093 8.421516 -14.944335 1.3 -0.1 0.1 -0.24
O -29.800589 6.397935 -14.975516 0.2 0.1 0.1 -0.21
O -29.345857 8.220729 -16.583902 -0.6 -0.3 0.3 -0.20
H -27.405702 8.435192 -17.231690 -0.2 0.0 -0.2 0.14
H -28.226873 9.953989 -16.757670 -0.4 -0.1 -0.4 0.11
H -27.011053 9.689226 -14.829849 -0.6 0.2 0.3 0.13
H -26.834905 7.985048 -14.989209 -0.4 -0.3 0.0 0.13
C -25.631503 12.339327 -17.452835 -0.7 -0.5 0.2 -0.15
C -25.380369 12.014914 -18.926974 -0.2 0.5 0.2 -0.17
O -23.986305 11.745026 -18.967847 1.2 -0.5 0.3 -0.18
S -23.538667 10.890424 -17.671932 -0.6 0.5 -0.3 0.63
O -22.268532 11.322311 -17.183729 -0.9 -0.1 -0.5 -0.21
O -23.797295 9.503269 -17.891504 0.2 0.4 0.1 -0.23
O -24.734664 11.464286 -16.768500 0.8 -0.2 0.8 -0.21
H -26.609080 12.037095 -17.069915 -0.2 0.1 -0.5 0.12
H -25.504367 13.381342 -17.156693 0.6 0.0 -0.2 0.13
H -25.524299 12.879238 -19.569815 -0.2 -0.1 0.0 0.12
H -25.936455 11.140196 -19.268467 0.0 0.1 0.0 0.12
C -28.242735 15.342897 -18.465868 -0.8 -0.4 -0.4 -0.17
C -28.327222 15.623245 -19.960122 -0.3 1.6 -0.8 -0.13
O -27.045653 16.125668 -20.425702 0.5 -0.3 0.8 -0.19
S -26.031782 16.344793 -19.206802 0.8 -0.1 1.2 0.67
O -25.609912 17.714787 -19.091137 -0.8 -1.6 -0.4 -0.22
O -25.043975 15.297348 -19.184155 -0.8 0.8 -0.4 -0.24
O -27.087806 15.998525 -17.993261 0.8 0.6 -0.8 -0.18
H -28.270668 14.270068 -18.265475 0.4 0.0 0.2 0.11
H -29.116571 15.811430 -18.014918 0.1 -0.1 0.3 0.14
H -28.986825 16.478343 -20.122613 -0.2 -0.2 0.0 0.13
H -28.655179 14.841192 -20.634429 0.2 -0.4 0.3 0.10
C -33.719179 9.374027 -17.879304 0.0 -0.2 0.5 -0.13
C -32.198545 9.504165 -18.088772 -0.8 0.6 0.0 -0.13
O -32.068193 10.792618 -18.699517 -0.1 0.6 -0.8 -0.23
S -33.301657 11.160569 -19.660741 0.9 -0.2 -0.3 0.64
O -33.070894 10.642311 -20.984585 -0.6 0.0 1.2 -0.23
O -33.561931 12.565414 -19.556963 -0.1 -1.1 0.4 -0.22
O -34.333104 10.251124 -18.833226 -0.2 0.6 -0.8 -0.19
H -34.064788 9.666004 -16.888237 0.2 0.2 0.0 0.13
H -34.083217 8.362720 -18.050050 0.1 0.0 -0.2 0.13
H -31.862704 8.700687 -18.743567 0.4 0.2 0.1 0.13
H -31.621362 9.659005 -17.183598 -0.1 -0.8 0.1 0.12
C -30.213668 12.318751 -21.583302 0.8 1.1 0.2 -0.15
C -28.743222 12.415115 -21.969289 -0.3 -0.9 -0.3 -0.13
O -28.083456 11.794632 -20.849577 1.0 0.7 0.6 -0.21
S -29.036951 10.994965 -19.818944 0.2 2.1 -2.8 0.63
O -29.293063 11.811259 -18.660055 0.6 -1.2 -0.5 -0.23
O -28.478057 9.684751 -19.818696 -1.0 0.2 1.1 -0.20
O -30.266739 11.118261 -20.842558 -0.3 -1.5 1.2 -0.24
H -30.868225 12.246439 -22.445464 -0.2 -0.1 0.2 0.15
H -30.425059 13.150249 -20.904107 -0.6 0.0 -0.2 0.13
H -28.350704 13.408939 -22.163216 -0.1 0.1 0.4 0.12
H -28.569060 11.828160 -22.871924 0.2 -0.2 0.2 0.12
```
Positions in Å, forces in eV/Å.

Values from the calculation:
Spin multiplicity: 1
Lowest unoccupied orbital energy (eV): 0.17
Highest occupied orbital energy (eV): -11.31

***

[2]
Computed, not measured: 2 unconnected molecules or ions with the total composition C14H28O3 in a non-equilibrium geometry, with ωB97M-V/def2-TZVPD.

XYZ file:
```
45
Properties=species:S:1:pos:R:3:forces:R:3:lowdin_charge:R:1
C 2.610074 -1.034768 0.217783 -0.1 0.1 -0.1 0.06
C 1.792527 -0.000554 0.128493 0.6 -0.8 0.4 -0.17
O 2.288939 1.186184 -0.367307 -0.4 -0.2 -0.6 0.06
C 1.380393 2.050206 -0.874637 -1.6 0.8 0.5 -0.56
O 0.239182 2.162288 -0.475648 1.6 -0.3 -0.5 0.14
O 1.916483 2.836953 -1.816683 -0.5 -0.3 0.2 0.06
C 2.407454 2.153977 -2.995905 0.7 -0.4 -0.1 -0.34
C 3.911559 1.927642 -2.915940 -0.4 0.3 -0.1 -0.02
C 1.645490 0.890470 -3.334041 0.4 0.0 -1.0 -0.15
C 2.153705 0.332896 -4.684858 -0.4 -0.1 0.5 -0.24
C 1.088512 -0.493783 -5.410781 0.4 0.0 0.0 -0.09
H 3.607837 -1.031106 -0.178052 0.3 0.2 0.1 0.06
H 2.274346 -1.923032 0.711792 -0.2 -0.4 0.0 0.06
H 0.769097 -0.097890 0.449980 -0.2 0.7 0.0 0.09
H 2.230043 2.843484 -3.809592 -0.2 0.5 0.0 0.15
H 4.359990 2.753464 -2.384192 0.2 0.1 0.3 0.09
H 4.312335 1.962847 -3.918502 0.2 -0.2 -0.3 0.08
H 4.152051 0.981777 -2.452365 0.2 -0.2 0.2 0.08
H 1.808627 0.105659 -2.606724 -0.2 -0.1 0.4 0.11
H 0.591786 1.093080 -3.468486 -0.4 0.2 0.4 0.13
H 3.003234 -0.297362 -4.465634 0.4 -0.1 -0.1 0.10
H 2.488547 1.151146 -5.311225 0.1 0.2 -0.2 0.10
H 1.496478 -1.431510 -5.760556 0.1 -0.3 -0.1 0.06
H 0.721977 0.013035 -6.291526 -0.3 0.2 -0.1 0.07
H 0.263284 -0.716125 -4.746435 -0.3 -0.1 0.0 0.07
C -3.417661 -0.862111 5.661958 0.0 0.1 -0.1 -0.11
C -3.940479 -0.585010 4.255088 0.0 -0.1 0.1 -0.27
C -3.551882 -1.657494 3.239417 0.0 0.0 -0.1 -0.23
C -2.047851 -1.819391 3.016740 0.0 0.0 0.1 -0.23
C -1.324445 -0.550864 2.567156 -0.1 -0.1 -0.2 -0.26
C -1.810685 -0.013036 1.222127 0.1 0.0 0.2 -0.11
H -2.327358 -0.881680 5.691093 0.0 0.0 0.0 0.06
H -3.749983 -0.088554 6.355418 0.0 0.0 0.0 0.07
H -3.785055 -1.821934 6.030601 0.0 0.0 0.0 0.07
H -3.592525 0.396306 3.921669 0.0 0.0 0.0 0.10
H -5.031164 -0.523651 4.291479 0.0 0.0 0.0 0.10
H -4.039505 -1.434663 2.286345 0.0 0.0 0.0 0.10
H -3.958997 -2.619904 3.565137 0.0 0.0 0.0 0.11
H -1.890886 -2.601955 2.267402 0.0 0.0 0.0 0.11
H -1.580519 -2.186952 3.934914 0.0 0.0 0.0 0.10
H -0.255538 -0.774385 2.494450 0.0 0.0 0.1 0.09
H -1.418801 0.229196 3.326872 0.0 0.0 0.0 0.10
H -1.690642 -0.762823 0.435144 -0.1 0.0 0.0 0.08
H -1.237286 0.868342 0.937330 -0.1 0.0 -0.1 0.05
H -2.862687 0.271587 1.260703 0.0 0.0 0.0 0.07
```
Positions in Å, forces in eV/Å.

Values from the calculation:
Spin multiplicity: 1
Lowest unoccupied orbital energy (eV): 0.85
Highest occupied orbital energy (eV): -9.87

***

[3]
Computed, not measured: a molecular structure, C14H29BI2N3O in a non-equilibrium geometry, with ωB97M-V/def2-TZVPD.

XYZ file:
```
50
Properties=species:S:1:pos:R:3:forces:R:3:lowdin_charge:R:1
C -1.520241 -2.054724 1.533318 0.3 -0.2 -0.2 -0.15
C -2.693010 -1.744759 0.649374 -0.2 0.3 0.0 -0.83
I -4.194341 -3.199280 0.724940 0.1 0.1 0.0 0.90
C -2.782646 -0.642029 -0.096731 -0.2 -0.3 0.1 -0.74
I -4.504141 -0.167421 -1.223725 0.2 -0.1 0.1 0.91
C -1.747800 0.449308 -0.243201 -0.3 0.3 -0.2 -0.34
C -1.844127 1.653095 0.733712 1.0 -0.3 -1.0 -0.06
C -0.377612 1.941048 1.197283 -1.7 0.4 1.1 -0.29
C -0.126895 1.229230 2.550283 0.6 -0.3 -0.5 0.01
B -0.305623 3.555906 1.416963 0.5 0.4 -0.1 -0.54
N -1.419707 4.298019 1.991198 0.2 -0.8 0.3 0.18
O 0.819078 4.250432 1.043643 -0.6 -0.3 -0.4 0.14
N 0.435410 1.342360 0.090591 0.5 -0.6 -0.4 0.04
C 1.900355 1.040057 0.344046 0.8 0.2 0.2 -0.17
N 2.505244 1.891987 1.322333 -0.4 0.1 0.0 0.07
C -0.272014 0.092834 -0.425105 -0.3 -0.2 -0.6 -0.21
C -0.002874 -0.177887 -1.914303 0.3 -0.1 0.4 -0.11
C 1.266417 -0.968687 -2.224768 -0.3 -0.1 -0.2 -0.17
C 1.157841 -2.448603 -1.818545 0.6 -0.4 -0.1 -0.39
C 2.539563 -3.013771 -1.398799 -0.2 0.2 0.1 -0.05
C 0.529543 -3.293865 -2.946533 -0.2 0.1 0.2 -0.05
H -0.817935 -2.697770 0.996375 0.0 -0.1 0.1 0.08
H -1.814760 -2.595000 2.425896 -0.1 0.0 0.1 0.07
H -0.983412 -1.158357 1.831055 -0.1 0.0 0.1 0.04
H -1.998953 0.888676 -1.206743 0.0 0.0 -0.1 0.07
H -2.536665 1.518339 1.552042 0.0 0.0 0.2 0.13
H -2.169109 2.477114 0.103798 -0.4 0.2 0.3 0.12
H 0.548819 0.382603 2.409425 0.0 -0.1 0.1 0.09
H 0.346980 1.878978 3.283549 -0.1 0.0 0.2 0.10
H -1.039567 0.813669 2.958946 -0.1 0.1 0.2 0.09
H -1.885326 3.798460 2.741799 -0.3 0.0 -0.1 0.08
H -2.133710 4.551038 1.320115 0.0 0.5 0.0 0.09
H 1.469503 4.261573 1.745115 0.6 0.2 -0.1 0.10
H 0.398381 1.976351 -0.707236 0.1 0.3 0.2 0.19
H 2.001546 -0.017771 0.584539 -0.4 -0.1 0.0 0.13
H 2.408302 1.199918 -0.601686 0.0 0.0 -0.1 0.14
H 3.505825 1.923601 1.212928 0.1 0.1 -0.1 0.11
H 2.271502 1.618896 2.263151 0.3 -0.1 0.1 0.07
H 0.102368 -0.784783 0.089566 -0.1 0.2 0.6 0.12
H -0.053741 0.760500 -2.472131 -0.1 0.1 -0.1 0.13
H -0.845035 -0.799151 -2.223452 -0.1 0.1 -0.2 0.13
H 1.407627 -0.935234 -3.304591 0.1 0.1 -0.1 0.12
H 2.161375 -0.521256 -1.800547 0.0 0.1 0.1 0.08
H 0.507359 -2.557304 -0.947920 -0.1 0.2 0.1 0.10
H 2.891145 -3.768812 -2.094150 0.1 0.0 -0.1 0.07
H 3.295167 -2.233121 -1.335758 0.1 0.0 -0.1 0.07
H 2.493868 -3.476702 -0.414568 0.0 -0.1 0.0 0.08
H 1.015466 -4.259498 -3.040990 0.0 -0.1 0.1 0.07
H -0.526244 -3.488253 -2.768057 -0.1 0.0 -0.1 0.08
H 0.616805 -2.789952 -3.906448 0.0 0.0 -0.1 0.08
```
Positions in Å, forces in eV/Å.

Values from the calculation:
Spin multiplicity: 1
Lowest unoccupied orbital energy (eV): -2.63
Highest occupied orbital energy (eV): -11.49
Net charge: +1

***

[4]
Computed, not measured: a molecular structure, C14H29BaIN3O4PS2 in a non-equilibrium geometry, with ωB97M-V/def2-TZVPD.

XYZ file:
```
55
Properties=species:S:1:pos:R:3:forces:R:3:lowdin_charge:R:1
C 0.084769 2.389001 4.879868 -0.2 -0.1 0.0 -0.07
C -0.819479 1.667928 3.886531 -0.3 0.3 0.0 -0.24
C -0.621191 2.142743 2.442081 -0.1 -0.2 0.2 -0.20
C -0.920099 1.079601 1.342832 0.4 0.8 0.1 -0.39
C -2.163644 1.470945 0.519766 0.3 -0.4 -0.4 -0.04
C 0.353323 0.841563 0.433642 -0.8 -0.6 -0.1 -0.43
P 0.594175 2.602172 -0.403298 0.9 0.5 -0.2 0.77
N 1.921455 3.346946 -0.247800 -0.3 0.2 0.0 -0.25
C 0.111327 -0.261759 -0.724254 0.1 -0.1 1.2 -0.27
C -1.069406 -1.292507 -0.461992 -0.2 -0.7 -1.6 -0.40
N -2.251921 -1.020329 -1.190380 -0.3 0.7 0.4 -0.08
C -3.391135 -1.894417 -0.896771 0.2 0.2 0.1 -0.04
C 1.418666 -0.999320 -1.154244 0.4 0.1 0.0 -0.66
I 2.954026 0.447483 -1.850055 -0.2 0.0 -0.2 1.22
N 1.171671 -1.995064 -2.144273 0.1 0.1 0.0 -0.15
C 2.293923 -2.507483 -2.962221 -0.1 -0.4 0.0 -0.10
C 0.113653 -1.723214 -3.118969 0.4 0.1 0.2 -0.48
C 0.207057 -0.559448 -4.042394 0.0 -0.2 -0.4 0.02
O -0.783371 -2.501161 -3.169472 -0.8 -0.6 0.0 0.16
C 2.025503 -1.598126 0.182893 0.8 0.7 -1.6 -0.88
S 3.032141 -3.073820 0.163293 0.8 -0.3 1.2 0.98
O 2.741555 -0.581380 0.842339 -0.5 0.2 0.5 -0.33
S 1.735275 0.479879 1.597735 1.4 1.1 0.5 0.64
O 2.527066 1.592709 1.918839 0.1 0.2 -0.4 -0.17
O 1.231346 -0.248765 2.755765 -0.7 -1.2 -0.9 -0.40
H 0.983166 1.825211 5.090604 0.3 0.0 0.0 0.08
H 0.354702 3.365911 4.499049 0.2 0.2 0.0 0.09
H -0.435901 2.550105 5.813746 0.0 0.0 0.3 0.08
H -0.712258 0.590884 3.966294 0.1 -0.3 0.1 0.08
H -1.847762 1.884188 4.157457 -0.3 -0.1 0.0 0.12
H 0.367693 2.577356 2.333198 0.3 0.0 0.0 0.09
H -1.313321 2.962294 2.306290 0.0 0.3 -0.2 0.12
H -1.180292 0.214900 1.948310 0.0 -0.7 -0.1 0.07
H -2.988908 0.808567 0.740743 -0.3 0.0 0.2 0.09
H -2.444624 2.496615 0.691521 -0.2 0.2 0.2 0.09
H -2.021065 1.350906 -0.545838 0.0 0.1 -0.2 0.07
H -0.467340 3.250733 0.202498 -0.2 -0.1 0.1 0.03
H 0.152922 2.300638 -1.700012 -0.3 -0.2 -0.1 0.02
H 2.423726 3.546980 -1.097408 0.4 0.0 0.0 -0.01
H -0.280732 0.331326 -1.536294 0.0 0.1 -0.4 0.08
H -1.299433 -1.446265 0.602072 -2.7 2.2 -2.4 -0.10
H -0.723172 -2.309764 -0.812408 0.4 0.1 0.6 0.11
H -2.056673 -1.010267 -2.176671 -0.1 0.0 -0.2 0.10
H -3.222024 -2.432612 0.032477 0.1 -0.2 0.2 0.08
H -3.561895 -2.618484 -1.681932 0.0 -0.2 -0.2 0.10
H -4.282405 -1.302271 -0.738703 -0.3 0.1 -0.1 0.09
H 2.036834 -3.511601 -3.278527 -0.1 -0.2 0.0 0.11
H 3.217916 -2.553846 -2.413450 0.3 0.2 0.1 0.05
H 2.441253 -1.915697 -3.858419 0.2 0.2 -0.1 0.08
H -0.389774 0.262994 -3.664738 0.0 0.3 0.1 0.09
H -0.254559 -0.873430 -4.970641 -0.1 0.0 -0.2 0.12
H 1.214544 -0.233319 -4.244946 0.2 0.2 0.1 0.05
H 1.231555 -1.847599 0.909243 8.5 3.3 -6.2 -0.33
H 2.566146 -3.803565 -0.845369 -0.6 0.2 -0.3 -0.09
Ba -0.005003 -2.265067 1.672396 -7.0 -6.2 9.9 2.23
```
Positions in Å, forces in eV/Å.

Values from the calculation:
Spin multiplicity: 1
Lowest unoccupied orbital energy (eV): -7.04
Highest occupied orbital energy (eV): -14.51
Net charge: +2